## i
Here is the ion C5H11NO with charge -1 from OMol25. Energies are from ωB97M-V with the def2-TZVPD basis set.

As for the multiplicity: 2. As for the LUMO energy (alpha / beta): 4.0 / 3.8 eV. The HOMO energy (alpha / beta) is 0.21 / -3.36 eV. For the frontier orbital gap (alpha / beta), the calculation gives 3.745 / 7.177 eV. As for the total charge: -1.

Geometry as XYZ:
```
18
Properties=species:S:1:pos:R:3:mulliken_spin:R:1
H 1.0916 0.7921 -0.7336 0.1287
H -0.1208 1.9324 0.8749 -0.0457
H 0.3474 -1.4256 -0.8286 0.0300
H 1.3026 1.7349 1.7001 -0.0200
C 2.3817 -0.1532 0.6518 0.6071
H -1.0868 0.5522 -1.8115 -0.0448
C -1.8380 -0.1342 -1.4116 0.1005
C -1.4283 -0.5362 0.0106 0.0531
H 2.6721 -1.0760 0.1030 0.1327
H 0.2792 -1.4300 1.0164 -0.2789
H -2.0667 -1.2994 0.4515 -0.0082
N 0.5203 1.2549 1.2697 0.1022
O 3.2632 0.6442 1.1242 0.0866
H -2.0710 -0.9971 -2.0259 -0.0141
H -1.5049 0.3416 0.6497 0.0217
H -2.8220 0.3725 -1.3968 -0.0331
C 0.0709 -0.8972 0.0788 0.2708
C 1.0095 0.3242 0.2773 -0.0886
```

***

## ii
Here is a cluster of 2 separate species, C5H11NO in total from OMol25. Energies are from ωB97M-V with the def2-TZVPD basis set.

As for the multiplicity: 2. As for the LUMO energy (alpha / beta): 3.6 / 3.6 eV. The HOMO energy (alpha / beta) is 0.47 / -2.38 eV. For the frontier orbital gap (alpha / beta), the calculation gives 3.163 / 5.997 eV. As for the total charge: -1.

Geometry as XYZ:
```
18
Properties=species:S:1:pos:R:3:mulliken_spin:R:1
H 1.9959 1.5255 -1.5456 0.0050
C -0.4641 0.4371 -0.0609 -0.1229
H -3.1677 0.7799 0.7422 -0.0061
H -1.5237 -0.7936 -1.3662 0.0008
O 1.2666 -1.8718 1.7514 0.0121
C 1.9823 0.5253 -1.0468 -0.0147
H -3.7184 -0.6910 -0.2806 0.0119
C -1.6684 -0.2998 -0.3951 0.1798
H 1.2334 -2.8075 1.5308 0.0012
N 0.6192 0.1142 -0.9126 0.0491
H 1.5849 -1.4536 0.9453 -0.0060
H 0.4242 -0.7120 -1.4507 0.0012
H 0.6516 1.8503 1.0587 0.0012
C -0.2842 1.2757 0.9948 0.3106
C -2.9285 -0.0707 0.1086 0.5596
H 2.4915 0.8202 -0.1081 0.0068
H 2.5882 -0.1552 -1.6427 0.0013
H -1.0831 1.5271 1.6774 0.0089
```

***

## iii
Here is a cluster of 2 separate species, C5H11NO in total from OMol25. Energies are from ωB97M-V with the def2-TZVPD basis set.

As for the multiplicity: 2. As for the LUMO energy (alpha / beta): 3.8 / 3.7 eV. The HOMO energy (alpha / beta) is 1.06 / -3.47 eV. For the frontier orbital gap (alpha / beta), the calculation gives 2.712 / 7.172 eV. As for the total charge: -1.

Geometry as XYZ:
```
18
Properties=species:S:1:pos:R:3:mulliken_spin:R:1
C -0.9179 0.5819 -3.8778 -0.1033
H -0.5550 -0.9279 -0.2316 0.1985
H 2.2580 -2.2387 5.1483 -0.1213
H -0.5072 -0.9789 -2.4815 0.0409
O 1.5353 -2.4442 4.5416 0.3792
C 0.2187 0.5925 0.9659 0.6158
H -0.5453 0.8285 2.8935 -0.2717
H 0.5176 1.6407 0.8725 -0.0551
H -0.2174 -0.8138 2.3138 -0.2329
N -0.0597 0.1759 2.2938 -0.2153
H 1.8513 -2.1896 3.6635 -0.1041
H 0.7403 1.2958 -1.5720 -0.0333
C -0.2990 0.9108 -1.4623 -0.0478
H -0.5978 1.5954 -4.1104 -0.0143
H -1.4439 -0.0091 -4.6133 0.0091
C -0.4068 0.1436 -0.1815 0.8688
C -0.5910 0.0831 -2.6912 0.0470
H -0.9801 1.7542 -1.4711 0.0396
```

***

## iv
Here is a cluster of 2 separate species, C5H11NO in total from OMol25. Energies are from ωB97M-V with the def2-TZVPD basis set.

As for the multiplicity: 2. As for the LUMO energy (alpha / beta): 3.0 / 3.0 eV. The HOMO energy (alpha / beta) is -0.27 / -1.63 eV. For the frontier orbital gap (alpha / beta), the calculation gives 3.295 / 4.647 eV. As for the total charge: -1.

Geometry as XYZ:
```
18
Properties=species:S:1:pos:R:3:mulliken_spin:R:1
H 1.6443 1.9192 1.9049 -0.0499
H -0.5011 -0.3898 -1.1386 0.0202
H -1.8065 1.4987 -2.7592 -0.0077
H -3.3670 -3.2917 0.4818 0.0001
C 2.5083 -0.1228 1.8866 0.5476
C 1.6198 1.1326 -0.0686 0.0775
H -0.2870 1.8813 0.2741 0.0052
C 0.3697 1.4337 -0.4715 0.0514
C 2.0948 1.1143 1.3062 0.3750
H -3.4334 -4.3791 1.5064 -0.0002
H 3.4245 -0.5908 1.5162 -0.0010
H -1.8989 2.0232 -1.2258 -0.0048
O -2.9507 -4.1323 0.7072 0.0011
C -0.4206 0.6401 -1.5032 -0.0225
H 2.3465 0.7524 -0.7810 -0.0188
H 1.9574 -0.6892 2.6431 0.0124
N -1.7446 1.2014 -1.7919 0.0083
H 0.2506 0.5521 -2.3748 0.0061
```

***

Need the numbers? Relative energies in hartree: i 0.0000; ii 0.0546; iii 0.0865; iv 0.0975.

***

## i
Here is a cluster of 2 separate species, C2H3NO2 in total from OMol25. Energies are from ωB97M-V with the def2-TZVPD basis set.

As for the multiplicity: 3. As for the LUMO energy (alpha / beta): 0.9 / -1.8 eV. The HOMO energy (alpha / beta) is -9.01 / -9.23 eV. For the frontier orbital gap (alpha / beta), the calculation gives 9.876 / 7.468 eV. As for the total charge: 0.

Geometry as XYZ:
```
8
Properties=species:S:1:pos:R:3:mulliken_spin:R:1
C -1.1024 0.0662 -0.1757 0.0237
H 1.8553 0.7107 -1.0154 0.1160
H -0.7462 0.8360 -0.7688 -0.0180
O -0.4082 -1.9982 0.8720 0.0207
O 1.2411 0.2215 0.7301 0.8187
H -2.1869 0.1617 -0.1096 0.0069
N 1.9531 0.9253 0.0247 1.0236
C -0.6060 -0.9233 0.4426 0.0084
```

***

## ii
Here is an isolated molecule of C2H3NO2 from OMol25. Energies are from ωB97M-V with the def2-TZVPD basis set.

As for the multiplicity: 3. As for the LUMO energy (alpha / beta): 0.8 / -2.5 eV. The HOMO energy (alpha / beta) is -5.59 / -11.17 eV. For the frontier orbital gap (alpha / beta), the calculation gives 6.429 / 8.716 eV. As for the total charge: 0.

Geometry as XYZ:
```
8
Properties=species:S:1:pos:R:3:mulliken_spin:R:1
H -0.9381 -0.2052 0.9368 0.0054
O 2.0101 -1.3047 0.3219 0.0028
C 1.1693 -0.8095 -0.3198 -0.0967
H -0.4566 1.5900 0.8549 0.0381
N 0.4027 0.2788 -0.6333 1.2257
C -0.7885 0.6433 0.3177 0.0256
O 0.2348 -1.0713 -1.2246 0.7951
H -1.6337 0.8787 -0.2537 0.0040
```

***

## iii
Here is an isolated molecule of C2H3NO2 from OMol25. Energies are from ωB97M-V with the def2-TZVPD basis set.

As for the multiplicity: 3. As for the LUMO energy (alpha / beta): 0.1 / -4.0 eV. The HOMO energy (alpha / beta) is -4.96 / -9.72 eV. For the frontier orbital gap (alpha / beta), the calculation gives 5.013 / 5.734 eV. As for the total charge: 0.

Geometry as XYZ:
```
8
Properties=species:S:1:pos:R:3:mulliken_spin:R:1
N 0.7331 -0.3962 0.0698 0.4032
C 0.7569 -0.0061 -1.1216 0.4254
C -0.4065 -0.2402 0.8631 0.0090
H -0.0917 0.4541 -1.6308 0.0465
H -0.6956 -1.1779 1.3431 0.0108
O -0.5449 0.8858 1.6118 0.5091
O -1.4248 0.6234 0.5404 0.5573
H 1.6736 -0.1428 -1.6758 0.0386
```

***

Need the numbers? Relative energies in hartree: i 0.0000; ii 0.0947; iii 0.1653.

***

## i
Here is a cluster of 2 separate species, C5H9OP in total from OMol25. Energies are from ωB97M-V with the def2-TZVPD basis set.

As for the LUMO energy (alpha / beta): 0.3 / 0.4 eV. The HOMO energy (alpha / beta) is -7.76 / -7.40 eV. For the frontier orbital gap (alpha / beta), the calculation gives 8.013 / 7.759 eV. As for the total charge: 0.

Geometry as XYZ:
```
16
Properties=species:S:1:pos:R:3:lowdin_charge:R:1
H -0.4654 3.1890 0.0636 0.0789
P -0.2875 -2.3315 0.8390 0.8327
H -0.8604 2.2248 -1.3610 0.0910
C 0.7532 -2.2089 -0.6265 -0.3480
C -0.9708 2.2632 -0.2555 -0.1196
O -2.4371 -1.0749 -0.2394 0.0223
C 1.1881 1.1407 0.5942 -0.0695
H 1.5897 0.2582 1.0593 0.0168
H 0.3369 -2.7768 -1.4403 0.0286
H 1.8814 2.0228 0.3900 0.0856
H -1.9758 2.2532 0.0741 0.0565
H 0.5243 -1.0731 -0.8906 0.0549
H 1.6921 -2.5612 -0.2954 0.0157
C -0.0631 1.2006 0.2180 -0.2026
H 0.4594 -1.4853 1.5875 -0.0915
C -1.3653 -1.0409 0.2831 -0.4518
```

***

## ii
Here is an isolated molecule of C5H9OP from OMol25. Energies are from ωB97M-V with the def2-TZVPD basis set.

As for the LUMO energy (alpha / beta): -1.1 / -1.1 eV. The HOMO energy (alpha / beta) is -8.26 / -8.26 eV. For the frontier orbital gap (alpha / beta), the calculation gives 7.191 / 7.191 eV. As for the total charge: 0.

Geometry as XYZ:
```
16
Properties=species:S:1:pos:R:3:lowdin_charge:R:1
C 1.7364 -0.5681 -0.6259 -0.5954
H -2.4298 -0.1024 1.7946 0.0451
C 0.8313 0.6003 -0.4039 -0.3661
H -1.4597 1.3358 1.4688 0.1237
C -1.4669 0.1523 1.4082 -0.0518
P 3.3309 -0.2632 0.3943 0.6840
C -1.3193 -0.5382 0.0384 -0.4369
H 1.3552 -1.5398 -0.2984 0.0618
H 1.1883 1.5958 -0.7485 0.1172
H -0.9060 1.3012 -1.1472 0.1151
H 1.9798 -0.6778 -1.6579 0.0458
H -0.7319 -0.3869 2.2550 0.1552
H -0.5421 -0.2033 -1.9695 0.1350
H 0.6279 0.6811 0.7314 0.0896
C -0.5292 0.2905 -0.9630 -0.1842
O -1.6650 -1.6774 -0.2764 0.0620
```

***

## iii
Here is an isolated molecule of C5H9OP from OMol25. Energies are from ωB97M-V with the def2-TZVPD basis set.

As for the LUMO energy: 0.8 eV. The HOMO energy is -8.68 eV. For the frontier orbital gap, the calculation gives 9.522 eV. As for the total charge: 0.

Geometry as XYZ:
```
16
Properties=species:S:1:pos:R:3:lowdin_charge:R:1
C 0.1364 -0.5441 2.3353 -0.0129
H -1.3424 -0.4653 -1.2405 0.1146
P 1.6777 -0.0337 -0.2225 0.9345
H 0.5586 -0.2883 -2.2284 0.0890
H 0.7726 1.5151 -2.0069 0.0964
O 1.7088 -1.6444 -0.6109 -0.3690
H -1.1360 1.7844 0.7948 0.1394
C 0.0302 0.0544 1.1421 -0.3377
H 2.5336 -2.1376 -0.6803 0.0432
C -1.0734 0.6823 0.4530 -0.2772
H 0.9272 -1.1735 2.5555 0.0172
H -1.5504 1.3059 -1.5378 0.1279
H -2.1163 0.4433 0.7570 0.1226
C 0.4734 0.5568 -1.4788 -0.4237
C -0.9067 0.5205 -1.0447 -0.3140
H -0.6931 -0.5757 3.0133 0.0498
```

***

Need the numbers? Relative energies in hartree: i 0.1360; ii 0.0829; iii 0.0000.

***

## i
Here is an isolated molecule of C5H9OP from OMol25. Energies are from ωB97M-V with the def2-TZVPD basis set.

As for the LUMO energy: 0.9 eV. The HOMO energy is -8.89 eV. For the frontier orbital gap, the calculation gives 9.755 eV. As for the total charge: 0.

Geometry as XYZ:
```
16
Properties=species:S:1:pos:R:3:lowdin_charge:R:1
H 1.1579 -0.7956 -1.6010 -0.0411
H 2.5424 -0.0354 2.2802 0.0477
H 2.1869 0.1119 0.2946 0.0909
P -0.5232 0.6761 -1.0964 0.8661
C 1.5730 0.7788 0.8315 -0.3143
H 1.6950 1.7560 0.4593 0.0892
C -2.2279 0.3886 -0.6668 -0.3784
H -0.2603 -1.2998 -2.5629 0.0209
H -0.1419 -1.8242 -0.8814 0.0845
H -0.4575 1.0289 1.3998 0.0466
H -4.2666 -0.3997 -0.1403 0.0079
C 0.0504 0.4743 0.6941 -0.3470
C -3.3621 0.0531 -0.4126 0.0476
H -0.1814 -0.6505 0.8751 0.0970
C 0.1789 -0.9879 -1.6380 -0.2770
O 2.0363 0.7253 2.1647 -0.0408
```

***

## ii
Here is a cluster of 2 separate species, C5H9OP in total from OMol25. Energies are from ωB97M-V with the def2-TZVPD basis set.

As for the LUMO energy: -1.2 eV. The HOMO energy is -9.65 eV. For the frontier orbital gap, the calculation gives 8.425 eV. As for the total charge: 0.

Geometry as XYZ:
```
16
Properties=species:S:1:pos:R:3:lowdin_charge:R:1
C 0.9476 -0.0477 0.3154 -0.2958
H 0.1790 1.8519 0.3928 0.0751
C 0.0137 1.1138 -2.4025 -0.0739
H -0.9950 -1.2795 2.4169 0.0714
C 0.3788 1.7241 -3.3859 -0.0804
H 0.2936 -2.3895 2.6703 0.0749
O 0.4430 -1.3069 0.8023 -0.2452
C 0.0843 -1.4315 2.2330 -0.0696
H -2.2330 0.6519 1.2926 -0.1052
P -1.9272 0.4456 -0.0716 0.8073
H 1.7678 0.2177 1.0453 0.1465
H -2.4224 1.7066 -0.2276 -0.1220
H 0.5542 1.8028 -4.3906 -0.0389
H 1.3491 -0.3806 -0.6443 0.1151
C -0.1495 0.8826 0.0214 -0.3226
H 0.6197 -0.7022 2.7804 0.0631
```

***

Need the numbers? Relative energies in hartree: i 0.0000; ii 0.1715.

***

## i
Here is a structure of composition C5H9OP from OMol25. Energies are from ωB97M-V with the def2-TZVPD basis set.

As for the LUMO energy: 0.7 eV. The HOMO energy is -8.52 eV. For the frontier orbital gap, the calculation gives 9.242 eV. As for the total charge: 0.

Geometry as XYZ:
```
16
Properties=species:S:1:pos:R:3:lowdin_charge:R:1
O 0.7071 -2.3938 0.1624 0.0502
C 1.7715 1.0974 0.8980 -0.3282
H 2.2003 0.5933 1.8063 0.0420
C -1.0951 -0.4007 -0.1573 -0.2802
H 0.6280 1.0994 0.8408 0.0184
H -3.0692 -0.4174 0.3506 0.0601
H -0.4906 1.4372 -1.2333 0.1033
P 1.9311 -0.1192 -0.5243 0.8732
C 0.6283 -1.2472 -0.0215 -0.5569
H 2.8576 -0.9154 0.0107 -0.0893
H -2.0788 0.7951 -1.4669 0.0416
C -2.0782 -0.8005 0.5884 0.0075
H 2.2305 2.1523 0.7967 0.0578
H -2.2006 -1.3913 1.4983 0.0696
C -1.1168 0.4808 -1.3298 -0.1267
H -0.8252 0.0302 -2.2190 0.0576
```

***

## ii
Here is a structure of composition C5H9OP from OMol25. Energies are from ωB97M-V with the def2-TZVPD basis set.

As for the LUMO energy: 0.3 eV. The HOMO energy is -8.99 eV. For the frontier orbital gap, the calculation gives 9.269 eV. As for the total charge: 0.

Geometry as XYZ:
```
16
Properties=species:S:1:pos:R:3:lowdin_charge:R:1
P -2.4123 -0.5125 -0.0836 0.8395
C 1.7738 -0.3370 -0.7861 -0.0375
H 0.0537 2.1200 -0.3593 0.0435
H 0.5762 -0.7027 1.6886 0.1118
H -1.5693 2.0177 0.1289 0.0642
H -0.3470 1.6269 1.3137 0.1312
C 0.3426 -0.7780 -0.5052 -0.4530
C -0.0081 -1.1996 0.8566 -0.0210
H 2.1644 -1.1543 -1.2850 0.0496
H 1.8669 0.6199 -1.3295 0.0927
C -0.7819 0.1816 -0.2323 -0.4678
H 2.3534 -0.2893 0.1244 0.0748
C -0.5866 1.5483 0.1916 -0.1068
H -0.3032 -2.2208 1.1131 0.0784
H 0.1777 -1.4640 -1.2295 0.0903
O -3.3005 0.5438 0.3935 -0.4899
```

***

Need the numbers? Relative energies in hartree: i 0.0311; ii 0.0000.

***

## i
Here is the ion C5H13BrN2P with charge +1 from OMol25. Energies are from ωB97M-V with the def2-TZVPD basis set.

As for the LUMO energy: -4.1 eV. The HOMO energy is -13.54 eV. For the frontier orbital gap, the calculation gives 9.488 eV. As for the total charge: +1.

Geometry as XYZ:
```
22
Properties=species:S:1:pos:R:3:lowdin_charge:R:1
H -0.7863 3.1621 -0.8467 0.1199
H -0.6769 -1.9061 2.4430 0.0310
H 1.5653 -1.4201 -2.2484 0.0730
H 0.1132 -3.2595 1.6238 0.1254
H 1.0591 -0.1064 -1.3467 0.0819
H -1.6442 -2.6854 1.3251 0.0811
H -0.2130 -0.9237 -2.1507 0.1126
H -1.2059 1.5124 -1.4314 -0.0053
C 0.9746 2.3116 1.0167 -0.1193
H 1.9618 2.1793 0.3458 0.1425
H 0.6996 3.3829 1.2491 0.1133
C 0.7548 -1.1296 -1.6880 -0.0256
C -0.6188 -2.4251 1.5250 -0.1475
N -0.1222 -1.5113 0.5382 -0.2517
Br -2.6522 -0.0261 0.0912 0.4673
H 1.2145 1.9652 1.9174 0.0015
H 0.4973 1.9543 -1.5692 0.0817
N -0.1172 1.5024 0.3805 -0.5189
H 0.1565 -3.0036 -0.8832 0.1727
C 0.3238 -1.9328 -0.5785 -0.1571
C -0.4257 2.0948 -0.9798 -0.1231
P -0.8580 0.2644 1.2668 0.7447
```

***

## ii
Here is a cluster of 2 separate species, C5H13BrN2P in total from OMol25. Energies are from ωB97M-V with the def2-TZVPD basis set.

As for the LUMO energy (alpha / beta): -5.7 / -6.0 eV. The HOMO energy (alpha / beta) is -12.70 / -12.31 eV. For the frontier orbital gap (alpha / beta), the calculation gives 6.969 / 6.283 eV. As for the total charge: +1.

Geometry as XYZ:
```
22
Properties=species:S:1:pos:R:3:lowdin_charge:R:1
H 1.1617 -0.8216 -1.4792 0.0414
H -1.1411 1.1002 -1.3913 0.1258
H 0.4920 1.5226 -1.7133 0.1270
H -1.9680 -1.7720 -0.1804 0.1422
C -0.0261 2.9234 0.3746 -0.0358
H 1.6750 -2.1519 0.7448 0.0239
H -0.3624 3.0470 1.4748 0.1219
C -0.1161 0.9033 -1.1036 -0.1874
H -1.6597 -1.1460 1.5343 0.0921
H 0.1718 -2.4739 1.5986 0.0674
H 0.3282 -3.1421 0.0643 0.1667
H -0.8302 3.2210 -0.3125 0.1081
C -1.4308 -1.0384 0.4912 -0.0750
C 0.1898 -0.6150 -1.1778 -0.1244
P 0.7299 0.3405 1.2743 1.1887
N 0.1223 1.4665 0.2080 -0.4235
Br 3.6056 -0.1618 -0.2242 -0.1457
H -0.5576 -1.2467 -1.7473 0.1654
C 0.6315 -2.2228 0.7152 -0.0831
H 0.9772 3.3047 0.2830 0.0945
H -2.0117 -0.0533 0.3239 0.1321
N 0.0188 -0.9836 0.2428 -0.5222
```

***

Need the numbers? Relative energies in hartree: i 0.0000; ii 0.0435.